No. 1
Entry from the Open Molecules 2025 dataset: a structure of composition C34H39GdN5O (ωB97M-V/def2-TZVPD).

Geometry as XYZ:
```
80
Properties=species:S:1:pos:R:3
Gd 0.25 -0.39 0.16
O 2.80 -4.50 0.62
N 2.16 -6.24 2.00
N 1.75 -0.83 2.93
N 1.37 2.82 -1.06
N 1.15 2.04 0.95
N 0.70 -1.64 2.46
C -1.77 -1.80 0.02
C -0.05 3.70 -4.41
C -1.39 0.43 -2.98
C 0.70 1.16 1.99
C 3.22 1.45 -2.79
C -2.67 -0.27 1.96
C 0.35 -4.38 3.32
C 3.38 -0.86 4.64
C 1.23 -2.75 1.71
C 1.82 3.28 1.05
C 0.84 3.07 -5.28
C 3.41 0.54 4.62
C -0.54 -2.52 -2.15
C 2.59 -1.51 3.73
C 1.22 2.95 -2.48
C -2.15 0.44 -0.48
C 2.56 1.25 3.78
C -2.20 -0.53 0.57
C -0.89 4.32 -2.14
C -0.31 -3.33 3.96
C 1.65 0.56 2.94
C 1.13 -4.05 2.19
C 2.08 -4.96 1.50
C 2.10 2.27 -3.34
C 0.91 1.73 -0.38
C -1.35 -1.56 -1.33
C 0.13 3.66 -3.02
C -0.18 -2.04 3.52
C -2.67 1.83 -0.34
C 0.67 3.15 -6.77
C -1.61 -0.19 -1.64
C 1.95 3.76 -0.20
C -1.73 -3.11 0.71
C 1.90 2.34 -4.73
H -1.18 -3.27 -2.63
H -2.03 2.44 0.31
H -2.73 2.34 -1.31
H 0.20 -3.06 -1.53
H -0.91 4.23 -4.82
H -0.79 -3.64 0.47
H 1.42 -6.61 2.58
H -0.08 3.91 -7.03
H -2.56 -3.79 0.43
H 2.87 0.64 -2.13
H -2.06 0.00 -3.74
H 4.10 1.05 5.28
H 3.97 -1.48 5.32
H 0.30 -5.40 3.68
H 2.48 -2.61 3.70
H -0.88 -3.51 4.88
H 0.35 2.19 -7.19
H -0.35 0.30 -3.35
H 3.75 0.98 -3.63
H -3.67 1.82 0.12
H -0.66 5.39 -1.98
H -0.96 3.84 -1.15
H -1.88 4.28 -2.61
H 2.58 1.81 -5.39
H -0.60 -1.19 4.05
H -1.91 -0.60 2.69
H 2.08 3.72 2.01
H -2.83 0.80 2.11
H -1.74 -2.99 1.80
H -1.56 1.52 -2.95
H 2.81 -6.87 1.56
H 3.95 2.06 -2.24
H -0.36 1.33 2.27
H 2.40 4.67 -0.59
H 0.02 -2.00 -2.93
H -3.60 -0.82 2.21
H 1.91 -2.41 0.92
H 2.60 2.33 3.74
H 1.61 3.42 -7.26
```

Computed properties:
⟨S²⟩: 16.830
E_LUMO (spin up / spin down): 2.42 / 2.44 eV
spin multiplicity: 8
ΔE to the lowest compared entry with this formula, charge and spin: 0.00 kJ/mol
net charge: -1
orbital gap (spin up / spin down): 4.401 / 3.861 eV
HOMO energy (spin up / spin down): -1.98 / -1.42 eV

***

No. 2
Entry from the Open Molecules 2025 dataset: an isolated molecule of C6H7I (ωB97M-V/def2-TZVPD).

Geometry as XYZ:
```
14
Properties=species:S:1:pos:R:3
I -0.67 -1.76 -2.72
C 1.11 0.38 -1.52
C 0.33 -1.29 0.64
C -0.32 0.15 -1.69
C -0.26 0.09 0.83
C -1.02 1.13 1.55
C 0.47 -0.07 -0.27
H -0.95 2.11 1.02
H 1.71 -0.43 -1.91
H 1.32 -1.61 1.03
H -2.13 0.90 1.50
H -0.67 1.19 2.68
H -0.46 -2.17 0.44
H 1.55 1.38 -1.57
```

Computed properties:
E_LUMO (spin up / spin down): -0.76 / -0.76 eV
ΔE to the lowest compared entry with this formula, charge and spin: 515.23 kJ/mol
orbital gap (spin up / spin down): 6.844 / 6.844 eV
HOMO energy (spin up / spin down): -7.60 / -7.60 eV

***

No. 3
Entry from the Open Molecules 2025 dataset: a cluster of 2 separate species, C4H12NO2 in total (ωB97M-V/def2-TZVPD).

Geometry as XYZ:
```
19
Properties=species:S:1:pos:R:3
O 0.16 -2.05 1.87
O 0.32 3.53 -0.18
N 0.65 0.88 0.79
C 0.81 0.18 -0.56
C -0.48 -0.56 -0.93
C -0.93 -1.93 -0.27
C -0.54 -2.58 1.07
H -0.21 4.31 -0.34
H -2.03 -2.06 -0.32
H 1.21 3.89 -0.04
H 1.61 -0.56 -0.49
H -1.31 0.15 -0.93
H -0.75 -2.67 -1.09
H 0.03 1.70 0.68
H -0.43 -0.93 -1.96
H 0.42 0.15 1.45
H 1.03 0.96 -1.29
H -1.07 -3.54 1.27
H 1.52 1.13 1.26
```

Computed properties:
⟨S²⟩: 0.757
E_LUMO (spin up / spin down): -9.68 / -13.80 eV
spin multiplicity: 2
ΔE to the lowest compared entry with this formula, charge and spin: 46.30 kJ/mol
net charge: +2
orbital gap (spin up / spin down): 9.183 / 5.054 eV
HOMO energy (spin up / spin down): -18.86 / -18.86 eV

***

No. 4
Entry from the Open Molecules 2025 dataset: a structure of composition C34H39AuBrNO2Si2 (ωB97M-V/def2-TZVPD).

Geometry as XYZ:
```
80
Properties=species:S:1:pos:R:3
Au -0.45 1.24 -0.95
Br -0.49 1.63 -4.01
Si -0.10 2.03 1.28
Si -0.09 -1.97 0.06
O -1.32 5.17 -1.77
O -1.48 3.01 -1.29
N -2.56 -0.78 -0.69
C 2.07 -5.51 -0.44
C 1.53 -1.17 2.26
C 2.70 1.81 0.49
C -0.76 3.75 1.48
C 1.91 -1.09 3.59
C 1.52 -4.36 0.11
C 0.90 -5.10 -2.49
C 4.06 1.86 0.75
C 0.39 -1.88 1.88
C 3.60 2.38 3.05
C 0.50 3.82 -2.41
C -0.88 4.04 -1.80
C -1.01 0.93 2.48
C -4.19 -1.59 -2.39
C -4.97 -0.18 -0.46
C -1.98 -2.04 -0.22
C 0.65 -3.56 -0.63
C 0.02 -2.44 4.21
C 0.35 -3.95 -1.94
C 1.77 -5.88 -1.74
C -3.56 -0.12 0.14
C 3.12 3.52 -3.35
C 0.57 -0.53 -0.88
C -0.35 -2.52 2.87
C -2.92 -0.78 -2.10
C 1.51 4.68 -2.00
C 1.76 2.04 1.50
C 1.15 -1.72 4.57
C 4.51 2.13 2.03
C -5.15 -1.51 -1.19
C 0.83 2.82 -3.32
C 2.81 4.54 -2.45
C 2.12 2.67 -3.80
C 2.24 2.33 2.78
H -3.06 0.26 -2.42
H 0.45 -0.80 -1.95
H 3.95 2.60 4.05
H -1.27 -0.04 2.07
H 2.36 1.61 -0.52
H -5.12 0.65 -1.16
H -0.39 0.76 3.36
H -0.54 4.04 2.52
H -2.18 -2.84 -0.95
H -1.24 -3.08 2.61
H -2.49 -2.38 0.69
H -3.57 -0.62 1.12
H -0.33 -3.35 -2.54
H -3.28 0.92 0.33
H 2.75 -6.12 0.15
H 1.77 -4.09 1.13
H -1.84 3.77 1.33
H 0.65 -5.38 -3.51
H 5.58 2.16 2.24
H -4.67 -1.19 -3.29
H -0.57 -2.93 4.97
H -5.71 -0.06 0.33
H -3.95 -2.63 -2.61
H 2.13 -0.66 1.51
H 3.58 5.21 -2.11
H -0.32 4.49 0.82
H 4.77 1.68 -0.05
H -1.93 1.43 2.78
H -4.94 -2.32 -0.50
H 1.65 -0.40 -0.74
H -6.18 -1.64 -1.52
H -2.08 -1.17 -2.69
H 2.20 -6.78 -2.17
H 1.24 5.48 -1.32
H 2.34 1.89 -4.52
H 2.80 -0.52 3.86
H 1.54 2.52 3.59
H 4.13 3.40 -3.71
H 1.44 -1.65 5.61
```

Computed properties:
E_LUMO: -0.10 eV
ΔE to the lowest compared entry with this formula, charge and spin: 102.88 kJ/mol
orbital gap: 7.740 eV
HOMO energy: -7.84 eV

***

No. 5
Entry from the Open Molecules 2025 dataset: an isolated molecule of CH2IN5 (ωB97M-V/def2-TZVPD).

Geometry as XYZ:
```
9
Properties=species:S:1:pos:R:3
I -2.51 -1.98 1.79
N -1.61 0.68 3.12
N -0.59 0.23 1.23
N -0.24 1.42 1.63
N -0.81 1.70 2.75
N -0.35 -0.42 0.02
C -1.55 -0.18 2.15
H -0.84 0.11 -0.70
H 0.65 -0.49 -0.05
```

Computed properties:
⟨S²⟩: 2.036
E_LUMO (spin up / spin down): -0.07 / -3.54 eV
spin multiplicity: 3
orbital gap (spin up / spin down): 5.681 / 6.801 eV
HOMO energy (spin up / spin down): -5.75 / -10.34 eV

***

No. 6
Entry from the Open Molecules 2025 dataset: a structure of composition C19H19N5O7ReS (ωB97M-V/def2-TZVPD).

Geometry as XYZ:
```
52
Properties=species:S:1:pos:R:3
Re 0.62 0.10 0.68
S -1.03 1.77 0.58
O -2.71 3.13 -6.11
O -4.01 -0.98 -3.92
O 1.96 2.26 -2.04
O -2.99 -1.53 -2.11
O -0.86 4.10 -5.55
O 2.45 -1.14 0.78
O 1.44 0.38 -0.96
N -0.61 -1.42 1.07
N -3.01 -4.76 1.63
N 0.98 1.53 2.08
N -3.12 -0.86 -3.12
N -1.70 3.22 -5.46
C -1.44 2.16 -4.46
C 0.83 3.79 3.60
C -2.38 1.15 -4.32
C -0.96 0.18 -2.60
C -2.25 -3.70 1.46
C 1.94 1.77 3.00
C -0.84 -3.74 1.68
C -0.15 3.56 2.65
C -0.29 2.22 -3.70
C 4.79 -1.19 1.49
C -2.11 0.18 -3.37
C 3.37 -1.56 1.84
C 1.17 1.39 -1.95
C -2.78 -2.45 1.03
C -0.05 1.22 -2.77
C -1.97 -1.39 0.86
C 1.89 2.90 3.77
C -0.09 -2.64 1.48
C -0.04 2.41 1.89
H -0.97 4.24 2.49
H -2.63 -5.64 1.93
H 2.66 3.08 4.50
H 5.46 -1.52 2.29
H 4.91 -0.12 1.37
H -0.37 -4.66 2.01
H -2.38 -0.45 0.53
H -0.81 -0.63 -1.90
H 2.91 -1.13 -0.07
H 3.02 -1.06 2.75
H -3.28 1.13 -4.92
H -4.00 -4.72 1.46
H 3.25 -2.63 1.98
H 0.40 3.04 -3.84
H 2.74 1.04 3.07
H 0.97 -2.67 1.62
H 0.78 4.69 4.20
H 5.11 -1.70 0.58
H -3.84 -2.35 0.82
```

Computed properties:
⟨S²⟩: 0.756
E_LUMO (spin up / spin down): -7.84 / -7.85 eV
spin multiplicity: 2
ΔE to the lowest compared entry with this formula, charge and spin: 70.98 kJ/mol
net charge: +2
orbital gap (spin up / spin down): 6.978 / 7.441 eV
HOMO energy (spin up / spin down): -14.81 / -15.29 eV

***

No. 7
Entry from the Open Molecules 2025 dataset: a structure of composition C22H9Cl5N4ORhSSeTe (ωB97M-V/def2-TZVPD).

Geometry as XYZ:
```
45
Properties=species:S:1:pos:R:3
Te -0.52 -0.73 -2.13
Rh 0.38 0.21 0.13
Se 5.91 -4.98 -0.08
Cl -2.34 4.76 -0.78
Cl -3.78 -0.34 2.46
Cl -5.19 4.53 0.53
Cl -5.90 1.96 2.15
Cl -0.27 2.45 -0.42
S -2.92 -2.54 -0.73
O -1.28 0.21 1.17
N 2.27 -0.01 -0.70
N 5.75 -3.36 -0.79
N 0.81 -1.60 0.82
N 4.30 -4.92 0.68
C 4.22 0.52 -1.96
C -2.78 3.39 0.14
C 0.37 -3.62 1.97
C -3.42 1.11 1.62
C 4.79 -0.69 -1.64
C 2.02 -2.08 0.45
C 4.58 -2.89 -0.44
C 2.83 -1.20 -0.39
C -2.14 1.20 1.04
C 4.08 -1.58 -0.83
C 2.95 0.83 -1.48
C 1.60 -4.12 1.62
C -4.70 -0.74 -1.04
C -4.03 3.28 0.72
C -0.01 -2.35 1.55
C -1.86 2.35 0.31
C -4.53 -2.00 -0.55
C -3.50 -0.20 -1.58
C -4.34 2.12 1.46
C 2.46 -3.34 0.84
C -2.44 -1.07 -1.47
C 3.78 -3.76 0.39
H -0.32 -4.20 2.57
H -0.97 -1.90 1.78
H 5.78 -0.97 -2.00
H -5.64 -0.22 -1.03
H 2.47 1.76 -1.72
H 4.73 1.24 -2.58
H -5.26 -2.63 -0.08
H -3.42 0.78 -2.03
H 1.92 -5.11 1.93
```

Computed properties:
E_LUMO: -4.54 eV
ΔE to the lowest compared entry with this formula, charge and spin: 0.00 kJ/mol
net charge: +1
orbital gap: 6.332 eV
HOMO energy: -10.87 eV

***

No. 8
Entry from the Open Molecules 2025 dataset: a structure of composition C11H8BrMoS (ωB97M-V/def2-TZVPD).

Geometry as XYZ:
```
22
Properties=species:S:1:pos:R:3
Mo 0.01 -0.15 0.36
Br 0.92 1.38 -1.47
S -0.79 0.45 2.26
C -3.76 -0.50 -3.00
C -2.74 -1.02 -0.88
C -1.59 -0.30 -1.12
C 1.04 -1.71 0.36
C -1.57 0.38 -2.40
C -0.48 1.20 -2.78
C -0.39 1.85 -3.98
C -1.45 1.71 -4.91
C -3.81 -1.12 -1.79
C -2.53 0.94 -4.59
C -2.62 0.28 -3.34
H -3.35 0.84 -5.29
H -4.68 -1.72 -1.52
H -1.39 2.21 -5.87
H -4.57 -0.58 -3.72
H 1.30 -2.24 -0.57
H -2.82 -1.55 0.07
H 1.39 -2.19 1.28
H 0.47 2.47 -4.21
```

Computed properties:
E_LUMO (spin up / spin down): 2.92 / 2.92 eV
net charge: -1
orbital gap (spin up / spin down): 5.655 / 5.654 eV
HOMO energy (spin up / spin down): -2.74 / -2.74 eV

***

Number 1: maximum force 0.0745 hartree/bohr. Number 2: maximum force 0.0572 hartree/bohr. Number 3: maximum force 0.0334 hartree/bohr. Number 4: maximum force 0.0072 hartree/bohr. Number 5: maximum force 0.1805 hartree/bohr. Number 6: maximum force 0.0096 hartree/bohr. Number 7: maximum force 0.0097 hartree/bohr. Number 8: maximum force 0.0129 hartree/bohr.